Molecular formula: C12H11BrNP
Method: DFT, ωB97M-V/def2-TZVPD

```
26
Properties=species:S:1:pos:R:3:forces:R:3
C -1.93832 1.47831 -2.74826 -1.0 1.2 -1.1
C 1.94828 -2.58574 1.65732 -1.0 -0.4 0.6
C -2.16747 0.54475 -1.77274 0.3 -1.9 0.3
C -1.15650 2.57782 -2.43787 0.9 -0.4 -1.4
C 1.39814 -2.16832 0.43774 2.5 1.8 -0.5
C 1.84943 -1.74113 2.79711 0.3 -1.8 -0.3
C -1.55253 0.51805 -0.53606 -1.1 -0.5 1.7
C -0.55599 2.57925 -1.21543 1.1 1.1 3.0
C 0.97663 -0.81703 0.31134 -0.8 -3.4 -0.7
C 1.34643 -0.45267 2.63700 1.2 -1.7 1.5
C -0.78919 1.63669 -0.22426 0.2 -1.9 0.8
C 0.81160 -0.07371 1.42739 -0.6 2.8 0.4
N -1.52809 1.20534 2.43510 1.1 -0.4 -2.4
P 0.03769 1.60705 1.45252 -1.1 0.4 0.3
Br -2.85197 2.40041 1.87584 -0.3 0.2 0.6
H -2.45095 1.50081 -3.74431 0.6 -0.6 1.0
H 2.34905 -3.60263 1.80506 -0.2 0.6 -0.3
H -2.61971 -0.39139 -1.95539 -1.2 -0.6 -0.8
H -0.82025 3.22269 -3.25806 -0.4 0.2 0.6
H 1.69920 -2.55257 -0.55716 -0.6 -0.8 1.0
H 2.14651 -2.22731 3.78834 -0.2 1.3 -1.4
H -1.80991 -0.33937 0.27309 0.8 2.2 -2.2
H 0.08820 3.32576 -0.73754 0.0 0.5 -1.3
H 0.59671 -0.63341 -0.68598 0.1 0.9 0.2
H 1.54067 0.16227 3.50952 -0.9 0.6 -0.2
H -1.47546 1.22806 3.43232 0.3 0.4 0.6
```
Forces are in eV/Å.

## Properties
Largest force on an atom, hartree/bohr: 0.0687
Calculated total energy, a.u.: -3433.8961
HOMO-LUMO gap, eV: 8.6
Highest occupied orbital energy, eV: -8.3
Molecular weight, g mol⁻¹: 280.1

Atom charges from the Löwdin analysis, given in e for atoms 1 to 8: -0.08, -0.09, -0.11, -0.09, -0.07, -0.09, -0.18, -0.12

Molecular formula: C29H45N5O6P2Sr
Method: DFT, ωB97M-V/def2-TZVPD

```
88
Properties=species:S:1:pos:R:3:forces:R:3
Sr -0.27110 -0.00595 0.79741 0.0 0.2 0.2
C -3.56397 -1.22105 0.93872 0.0 0.0 0.0
N -2.29553 -1.90244 0.62584 -0.1 0.0 0.0
C -2.32631 -2.51637 -0.70754 0.0 0.0 0.0
C -2.06189 -1.47384 -1.75470 0.0 0.0 0.0
N -1.30197 -0.41781 -1.56512 0.0 -0.1 0.0
C -1.29310 0.25881 -2.78780 0.0 0.0 0.0
C -0.65538 1.44195 -3.15825 0.0 0.0 0.0
C -0.83393 1.88089 -4.45294 0.0 0.0 0.0
C -1.62685 1.16734 -5.36734 0.0 0.0 0.0
C -2.26380 -0.00430 -5.01505 0.0 0.0 0.0
C -2.07622 -0.43771 -3.70750 0.0 0.0 0.0
N -2.55583 -1.53867 -3.00893 0.0 0.0 0.0
C -3.39332 -0.24567 2.06291 0.0 0.0 0.0
N -2.33139 0.50819 2.22661 0.0 0.0 0.0
C -2.59971 1.29681 3.34530 0.0 0.0 0.0
C -1.81987 2.26916 3.96933 0.0 0.0 0.0
C -2.35404 2.89925 5.07313 0.0 0.0 0.0
C -3.63364 2.57552 5.55525 0.0 0.0 0.0
C -4.41501 1.61384 4.94921 0.0 0.0 0.0
C -3.86705 0.98557 3.83635 0.0 0.0 0.0
N -4.34428 -0.00863 2.99237 0.0 0.0 0.0
H -4.36465 -1.93040 1.17085 0.0 0.0 0.0
H -3.87600 -0.66846 0.04807 0.0 0.0 0.0
H -2.13600 -2.62902 1.31660 0.0 0.0 0.0
H -3.27452 -3.02428 -0.91672 0.0 0.0 0.0
H -1.54378 -3.27668 -0.75602 0.0 0.0 0.0
H -0.04408 1.99558 -2.45592 0.0 0.0 0.0
H -0.35740 2.79534 -4.77828 0.0 0.0 0.0
H -1.74081 1.54913 -6.37238 0.0 0.0 0.0
H -2.87449 -0.54972 -5.72142 0.0 0.0 0.0
H -3.16019 -2.25733 -3.37244 0.0 0.0 0.0
H -0.83499 2.52437 3.59620 0.0 0.0 0.0
H -1.78325 3.66466 5.58091 0.0 0.0 0.0
H -4.01575 3.09705 6.42182 0.0 0.0 0.0
H -5.40011 1.36944 5.32238 0.0 0.0 0.0
H -5.23726 -0.46876 3.05801 0.0 0.0 0.0
C 5.66302 2.03969 -1.36660 0.0 0.0 0.0
C 4.41529 1.27461 -0.99904 0.0 0.0 0.0
C 4.28349 -0.04738 -1.72219 0.0 0.0 0.0
O 4.50257 1.02813 0.45094 0.0 0.0 0.1
P 3.28401 0.66395 1.36182 0.1 0.2 -0.1
O 1.97055 0.98186 0.71690 -0.1 -0.1 0.0
C 3.43898 -1.07692 1.78431 0.1 -0.1 0.1
P 2.17763 -1.68174 2.92574 -0.1 0.0 0.1
O 0.82799 -1.08592 2.68976 0.1 -0.1 -0.3
O 2.07270 -3.23715 2.74331 0.1 0.1 0.0
C 3.18570 -4.13828 3.11612 -0.1 0.0 0.0
C 3.69092 -4.79236 1.85243 0.0 0.0 0.0
C 2.63836 -5.11728 4.12755 0.0 0.0 0.0
O 2.80871 -1.35686 4.31710 -0.1 -0.1 0.0
C 1.96661 -1.36521 5.53691 0.0 0.1 0.0
C 2.83488 -1.87835 6.65953 0.0 0.0 0.0
C 1.46362 0.04425 5.74588 0.0 0.0 0.0
O 3.55794 1.34121 2.73691 -0.1 0.0 0.0
C 3.72682 2.79732 2.91327 0.0 0.0 0.0
C 2.37299 3.40831 3.19887 0.0 0.0 0.0
C 4.71935 2.97432 4.03571 0.0 0.0 0.0
H 5.64107 2.28663 -2.42777 0.0 0.0 0.0
H 6.55141 1.43970 -1.16941 0.0 0.0 0.0
H 5.73280 2.96706 -0.80010 0.0 0.0 0.0
H 3.52657 1.88668 -1.15758 0.0 0.0 0.0
H 5.13360 -0.69250 -1.49590 0.0 0.0 0.0
H 4.26228 0.12252 -2.79845 0.0 0.0 0.0
H 3.35778 -0.56029 -1.45098 0.0 0.0 0.0
H 4.42072 -1.22497 2.24120 0.0 0.0 0.0
H 3.41963 -1.66631 0.86538 -0.1 0.0 0.0
H 3.96772 -3.52797 3.57555 0.0 0.0 0.0
H 2.89517 -5.36553 1.37643 0.0 0.0 0.0
H 4.50483 -5.47505 2.09568 0.0 0.0 0.0
H 4.07243 -4.05806 1.14221 0.0 0.0 0.0
H 1.82910 -5.70183 3.68987 0.0 0.0 0.0
H 2.25983 -4.59982 5.00840 0.0 0.0 0.0
H 3.42603 -5.80111 4.44417 0.0 0.0 0.0
H 1.13052 -2.04550 5.35438 0.0 0.0 0.0
H 3.69188 -1.22067 6.80646 0.0 0.0 0.0
H 3.19713 -2.88494 6.45519 0.0 0.0 0.0
H 2.25854 -1.90473 7.58438 0.0 0.0 0.0
H 2.30840 0.72178 5.87519 0.0 0.0 0.0
H 0.84269 0.09038 6.64061 0.0 0.0 0.0
H 0.86639 0.36726 4.89277 0.0 0.0 0.0
H 4.14164 3.18443 1.98008 0.0 0.0 0.0
H 1.95123 2.97261 4.10674 0.0 0.0 0.0
H 1.68353 3.25056 2.36914 0.0 0.0 0.0
H 2.48221 4.48175 3.35292 0.0 0.0 0.0
H 4.32539 2.55244 4.96096 0.0 0.0 0.0
H 4.90604 4.03620 4.19446 0.0 0.0 0.0
H 5.66528 2.48969 3.80007 0.0 0.0 0.0
```
Forces are in eV/Å.

## Properties
Largest force on an atom, hartree/bohr: 0.0073
Calculated total energy, a.u.: -2570.6771
Net charge: +2
HOMO-LUMO gap, eV: 8.9
Highest occupied orbital energy, eV: -13.5
Molecular weight, g mol⁻¹: 709.3

Atom charges from the Löwdin analysis, given in e for atoms 1 to 8: 1.54, -0.12, -0.12, -0.13, -0.33, 0.03, -0.23, -0.02

Molecular formula: C4H5ClN2O2
Method: DFT, ωB97M-V/def2-TZVPD

```
14
Properties=species:S:1:pos:R:3:forces:R:3
C -2.16042 -0.33155 -0.32222 -0.3 -1.5 0.4
C 1.74279 0.43162 0.14213 0.0 6.4 0.3
C -2.35646 -1.78857 -0.29707 0.4 -0.5 0.5
C 2.33421 1.73925 0.26322 -1.9 -1.2 1.5
N -1.62333 0.67878 -0.27057 0.0 0.9 -0.7
N 1.29679 -0.66572 0.26671 2.8 -0.1 0.3
O 0.74524 -1.69871 0.30195 -2.8 -3.9 0.1
O -1.16018 1.78977 -0.35950 0.3 0.5 0.3
Cl 4.16338 1.64301 0.10001 2.1 0.2 0.1
H -2.59530 -2.15922 0.70241 -0.3 0.5 0.2
H -3.23491 -2.09920 -0.91874 1.4 0.0 0.0
H -1.31072 -2.21975 -0.39819 -1.6 0.1 -0.9
H 2.06230 2.23137 1.30805 0.4 -1.3 -2.1
H 2.09660 2.44892 -0.51819 -0.4 -0.1 -0.1
```
Forces are in eV/Å.

## Properties
Largest force on an atom, hartree/bohr: 0.1238
Calculated total energy, a.u.: -875.2161
2S+1: 3
HOMO-LUMO gap (alpha / beta), eV: 5.8 / 6.3
Highest occupied orbital energy (alpha / beta), eV: -5.3 / -9.7
Molecular weight, g mol⁻¹: 148.5

Atom charges from the Löwdin analysis, given in e for atoms 1 to 8: -0.04, -0.06, -0.06, -0.58, -0.14, -0.05, 0.12, -0.02